{"formula": "C28H32Cl2N2O6TeTl", "method": "wB97M-V/def2-TZVPD", "s2": 0.760, "orbital_gap_ev": [3.59, 3.57], "multiplicity": 2, "e_homo_ev": [0.70, 0.71], "total_charge": -2, "mol_weight_g_mol": 895.46, "total_energy_ha": -3007.87216, "elements": ["Tl", "O", "C", "O", "C", "C", "C", "C", "C", "N", "C", "O", "O", "H", "H", "H", "H", "H", "Cl", "C", "Cl", "H", "H", "C", "C", "O", "N", "Te", "C", "C", "C", "C", "C", "C", "C", "C", "C", "C", "C", "C", "C", "C", "C", "C", "C", "C", "H", "H", "H", "H", "H", "H", "H", "H", "H", "H", "H", "H", "H", "H", "H", "H", "H", "H", "H", "H", "H", "H", "H", "H", "H", "O"], "coordinates": [[-1.927, -0.703, -1.889], [-1.185, -3.306, -5.571], [-1.402, -2.703, -4.347], [-1.825, -1.533, -4.342], [-1.177, -3.473, -3.192], [-0.768, -4.801, -3.255], [-0.584, -5.532, -2.078], [-0.826, -4.901, -0.854], [-1.236, -3.568, -0.800], [-1.411, -2.835, -1.974], [-1.527, -2.873, 0.404], [-1.398, -3.506, 1.620], [-1.941, -1.706, 0.435], [-1.377, -2.591, -6.197], [-0.590, -5.234, -4.228], [-0.259, -6.565, -2.108], [-0.671, -5.474, 0.055], [-1.045, -4.391, 1.465], [-5.060, -0.015, -1.817], [-5.925, -1.545, -1.639], [-4.716, -2.858, -1.646], [-6.586, -1.699, -2.483], [-6.473, -1.579, -0.704], [-2.062, 3.566, -2.510], [-2.591, 2.123, -2.485], [-3.649, 1.900, -3.119], [-1.823, 1.296, -1.811], [0.539, 1.793, -0.691], [2.512, 1.909, 0.174], [3.575, 1.231, -0.447], [3.422, 0.321, -1.644], [4.876, 1.372, 0.053], [5.164, 2.158, 1.150], [6.571, 2.287, 1.678], [4.113, 2.833, 1.758], [2.809, 2.727, 1.288], [1.747, 3.517, 2.003], [-0.259, 1.037, 1.139], [0.358, -0.054, 1.765], [1.410, -0.913, 1.119], [-0.054, -0.421, 3.048], [-1.095, 0.212, 3.696], [-1.556, -0.236, 5.059], [-1.743, 1.249, 3.036], [-1.341, 1.676, 1.776], [-2.093, 2.813, 1.144], [-2.753, 4.183, -3.084], [-1.076, 3.587, -2.977], [-1.953, 3.968, -1.502], [2.390, 0.163, -1.971], [3.830, -0.665, -1.401], [4.002, 0.715, -2.485], [5.682, 0.831, -0.439], [7.268, 1.694, 1.084], [6.636, 1.943, 2.714], [6.909, 3.326, 1.656], [4.314, 3.464, 2.620], [2.190, 4.145, 2.779], [1.014, 2.857, 2.468], [1.204, 4.148, 1.298], [1.467, -0.752, 0.043], [1.128, -1.962, 1.253], [2.387, -0.761, 1.591], [0.424, -1.276, 3.518], [-0.948, -1.064, 5.424], [-2.595, -0.573, 5.026], [-1.495, 0.578, 5.787], [-2.585, 1.742, 3.513], [-2.855, 3.198, 1.826], [-2.574, 2.481, 0.224], [-1.416, 3.625, 0.875], [0.483, -0.601, -1.877]]}


{"formula": "C28H32CoFN9O4S3", "method": "wB97M-V/def2-TZVPD", "s2": 3.772, "orbital_gap_ev": [6.58, 5.68], "multiplicity": 4, "e_homo_ev": [-11.27, -11.73], "total_charge": 2, "mol_weight_g_mol": 732.75, "total_energy_ha": -4556.53768, "elements": ["Co", "C", "C", "N", "N", "C", "N", "S", "C", "C", "C", "C", "C", "N", "H", "H", "H", "H", "H", "H", "H", "H", "H", "F", "C", "C", "C", "C", "O", "C", "C", "N", "C", "C", "C", "C", "C", "C", "N", "C", "C", "N", "C", "C", "C", "O", "O", "H", "H", "H", "H", "H", "H", "H", "H", "H", "H", "H", "H", "H", "H", "H", "H", "H", "H", "S", "C", "N", "C", "C", "S", "H", "H", "H", "H", "H", "O", "N"], "coordinates": [[-2.333, -0.209, 0.398], [-5.961, -0.215, -1.500], [-4.488, -0.108, -1.147], [-4.105, 0.018, 0.238], [-4.996, 0.291, 1.180], [-4.613, 0.072, 2.428], [-5.415, 0.458, 3.436], [-3.146, -0.721, 2.816], [-3.731, -1.356, -1.603], [-3.964, -2.039, -2.783], [-3.193, -3.157, -3.062], [-2.225, -3.553, -2.154], [-2.039, -2.800, -1.010], [-2.759, -1.716, -0.751], [-6.554, 0.617, -1.148], [-6.350, -1.131, -1.056], [-6.078, -0.266, -2.580], [-6.331, 0.838, 3.260], [-5.192, 0.139, 4.364], [-4.720, -1.700, -3.475], [-3.350, -3.713, -3.973], [-1.618, -4.427, -2.327], [-1.296, -3.063, -0.272], [3.342, -3.685, 0.910], [3.229, -2.342, 0.780], [1.966, -1.816, 0.789], [1.759, -0.435, 0.705], [0.416, 0.113, 0.684], [-0.566, -0.664, 0.539], [0.327, 1.529, 0.799], [1.462, 2.280, 0.725], [2.699, 1.767, 0.586], [3.808, 2.664, 0.426], [4.529, 2.701, -0.890], [3.651, 3.843, -0.483], [2.886, 0.405, 0.628], [4.165, -0.162, 0.579], [4.379, -1.535, 0.650], [5.666, -2.053, 0.546], [6.816, -1.377, 1.101], [7.907, -1.307, 0.015], [7.712, -2.469, -0.898], [7.342, -3.676, -0.116], [5.911, -3.478, 0.405], [-1.005, 2.247, 0.992], [-1.000, 3.457, 1.093], [-2.049, 1.511, 1.089], [1.123, -2.480, 0.904], [1.365, 3.359, 0.752], [4.380, 2.795, 1.341], [4.168, 2.048, -1.672], [5.600, 2.842, -0.881], [2.713, 3.972, -1.005], [4.116, 4.771, -0.188], [5.010, 0.501, 0.478], [7.191, -1.930, 1.973], [6.563, -0.376, 1.443], [8.901, -1.364, 0.463], [7.840, -0.388, -0.571], [8.546, -2.630, -1.472], [6.923, -2.257, -1.526], [8.062, -3.791, 0.698], [7.393, -4.568, -0.744], [5.794, -4.020, 1.353], [5.198, -3.895, -0.310], [-4.210, 2.737, -1.540], [-5.643, 3.080, -0.680], [-6.307, 2.318, 0.168], [-7.615, 2.803, 0.559], [-7.577, 4.318, 0.408], [-6.394, 4.621, -0.965], [-5.861, 1.474, 0.643], [-7.836, 2.501, 1.585], [-8.376, 2.361, -0.101], [-7.172, 4.806, 1.295], [-8.542, 4.746, 0.150], [-2.487, 0.873, -1.646], [-3.763, 0.996, -1.841]]}


{"formula": "C28H32N2O5", "method": "wB97M-V/def2-TZVPD", "orbital_gap_ev": 8.86, "multiplicity": 1, "e_homo_ev": -8.11, "total_charge": 0, "mol_weight_g_mol": 476.57, "smiles": "CCOc1ccc(CN(C)C(=O)[C@H](Cc2ccccc2)NC(=O)OCc2ccccc2)cc1OC", "total_energy_ha": -1571.91177, "elements": ["C", "C", "O", "C", "C", "C", "C", "C", "N", "C", "C", "O", "C", "C", "C", "C", "C", "C", "C", "C", "N", "C", "O", "O", "C", "C", "C", "C", "C", "C", "C", "C", "C", "O", "C", "H", "H", "H", "H", "H", "H", "H", "H", "H", "H", "H", "H", "H", "H", "H", "H", "H", "H", "H", "H", "H", "H", "H", "H", "H", "H", "H", "H", "H", "H", "H", "H"], "coordinates": [[-5.713, -1.173, 2.624], [-6.493, -0.023, 1.994], [-6.159, 0.194, 0.639], [-4.954, 0.764, 0.307], [-4.096, 1.350, 1.231], [-2.912, 1.951, 0.845], [-2.551, 1.991, -0.491], [-1.240, 2.604, -0.906], [-0.178, 1.603, -0.934], [-0.078, 0.772, -2.113], [0.561, 1.443, 0.178], [0.441, 2.162, 1.159], [1.614, 0.328, 0.208], [1.097, -0.820, 1.099], [-0.058, -1.520, 0.445], [-1.368, -1.178, 0.754], [-2.426, -1.796, 0.111], [-2.188, -2.761, -0.851], [-0.885, -3.113, -1.163], [0.172, -2.496, -0.519], [2.828, 0.879, 0.768], [3.927, 1.065, 0.002], [4.083, 0.615, -1.107], [4.845, 1.804, 0.666], [6.101, 1.942, 0.009], [6.903, 0.666, 0.033], [6.898, -0.134, 1.168], [7.628, -1.308, 1.199], [8.375, -1.690, 0.097], [8.383, -0.895, -1.037], [7.647, 0.276, -1.071], [-3.394, 1.401, -1.418], [-4.584, 0.781, -1.052], [-5.285, 0.267, -2.104], [-6.312, -0.677, -1.904], [-6.061, -1.335, 3.640], [-4.647, -0.959, 2.648], [-5.868, -2.085, 2.051], [-6.375, 0.898, 2.578], [-7.557, -0.272, 1.963], [-4.354, 1.354, 2.278], [-2.265, 2.389, 1.589], [-0.941, 3.362, -0.177], [-1.315, 3.060, -1.895], [-0.694, 1.209, -2.895], [0.950, 0.734, -2.475], [-0.432, -0.243, -1.924], [1.872, -0.053, -0.780], [1.920, -1.517, 1.262], [0.795, -0.398, 2.059], [-1.559, -0.419, 1.498], [-3.439, -1.519, 0.361], [-3.014, -3.241, -1.356], [-0.693, -3.869, -1.911], [1.188, -2.769, -0.765], [2.715, 1.451, 1.593], [6.616, 2.734, 0.562], [5.938, 2.263, -1.026], [6.312, 0.167, 2.024], [7.615, -1.926, 2.085], [8.945, -2.607, 0.120], [8.960, -1.193, -1.901], [7.645, 0.888, -1.961], [-3.156, 1.406, -2.471], [-5.969, -1.522, -1.301], [-6.571, -1.029, -2.903], [-7.191, -0.233, -1.434]]}


{"formula": "C28H32N4O4", "method": "wB97M-V/def2-TZVPD", "orbital_gap_ev": 8.48, "multiplicity": 1, "e_homo_ev": -7.93, "total_charge": 0, "mol_weight_g_mol": 488.59, "smiles": "COc1ccccc1NC(=O)CN1CCN(CC(=O)Nc2ccc(OCc3ccccc3)cc2)CC1", "total_energy_ha": -1606.17263, "elements": ["C", "O", "C", "C", "C", "C", "C", "C", "N", "C", "O", "C", "N", "C", "C", "N", "C", "C", "O", "N", "C", "C", "C", "C", "O", "C", "C", "C", "C", "C", "C", "C", "C", "C", "C", "C", "H", "H", "H", "H", "H", "H", "H", "H", "H", "H", "H", "H", "H", "H", "H", "H", "H", "H", "H", "H", "H", "H", "H", "H", "H", "H", "H", "H", "H", "H", "H", "H"], "coordinates": [[0.220, -5.483, -5.858], [1.007, -5.316, -4.704], [1.271, -6.421, -3.931], [0.824, -7.703, -4.198], [1.151, -8.747, -3.343], [1.922, -8.515, -2.221], [2.377, -7.236, -1.942], [2.059, -6.184, -2.787], [2.486, -4.873, -2.578], [3.170, -4.344, -1.539], [3.579, -4.944, -0.568], [3.426, -2.845, -1.731], [2.395, -2.234, -2.548], [1.138, -2.033, -1.835], [1.159, -0.810, -0.903], [1.580, 0.417, -1.573], [0.534, 1.010, -2.387], [-0.504, 1.732, -1.520], [-1.651, 1.878, -1.885], [0.035, 2.188, -0.367], [-0.563, 2.900, 0.677], [0.210, 3.189, 1.802], [-0.326, 3.896, 2.854], [-1.651, 4.336, 2.813], [-2.077, 5.025, 3.907], [-3.403, 5.512, 3.927], [-3.642, 6.215, 5.238], [-3.136, 5.683, 6.416], [-3.365, 6.317, 7.624], [-4.109, 7.483, 7.667], [-4.619, 8.017, 6.496], [-4.383, 7.388, 5.286], [-2.420, 4.047, 1.692], [-1.880, 3.335, 0.634], [2.842, 0.197, -2.266], [2.790, -1.005, -3.219], [0.141, -4.493, -6.304], [0.693, -6.164, -6.572], [-0.781, -5.850, -5.612], [0.220, -7.906, -5.068], [0.795, -9.741, -3.566], [2.175, -9.327, -1.558], [2.978, -7.041, -1.070], [2.186, -4.207, -3.283], [4.385, -2.755, -2.252], [3.548, -2.400, -0.734], [0.914, -2.930, -1.256], [0.353, -1.910, -2.588], [0.166, -0.654, -0.478], [1.858, -0.987, -0.080], [-0.006, 0.301, -3.028], [0.982, 1.768, -3.037], [1.006, 1.921, -0.232], [1.237, 2.855, 1.845], [0.264, 4.125, 3.727], [-3.569, 6.206, 3.091], [-4.113, 4.676, 3.829], [-2.554, 4.775, 6.375], [-2.963, 5.897, 8.535], [-4.290, 7.977, 8.610], [-5.198, 8.928, 6.523], [-4.778, 7.811, 4.373], [-3.447, 4.369, 1.624], [-2.484, 3.115, -0.230], [3.109, 1.104, -2.813], [3.606, 0.022, -1.501], [3.762, -1.156, -3.692], [2.053, -0.814, -4.006]]}